Entry 1:
Density functional theory data (ωB97M-V/def2-TZVPD) for an isolated molecule of C4H7NOS at a distorted geometry.

Element x y z (Å)
C -0.10195 -1.28889 -0.27080
C -1.00265 -1.59081 0.58515
C -0.12382 -0.01615 -1.01267
C 0.39453 1.01682 -0.03635
N 1.71512 1.05405 0.15791
O -1.97239 1.50596 0.61222
S -0.66003 2.01411 0.89249
H 0.69244 -2.08365 -0.24221
H -0.67431 -2.55521 1.10383
H 0.20307 0.07177 -2.05322
H -1.13092 0.27812 -1.03005
H -1.81744 -0.98125 0.99644
H 2.10462 1.84380 0.80222
H 2.37373 0.73133 -0.50496

For the HOMO energy (spin up / spin down), the calculation gives -5.66 / -9.69 eV. The expectation value of S² is 2.008. As for the multiplicity: 3. As for the LUMO energy (spin up / spin down): 0.651 / -1.239 eV. For the HOMO-LUMO gap (spin up / spin down), the calculation gives 0.232 / 0.310 hartree. The calculation puts the calculated total energy at -684.620726 hartree.



Entry 2:
Density functional theory data (ωB97M-V/def2-TZVPD) for a cluster of 18 separate species, C84H199N5O18 in total at a distorted geometry.

Element x y z (Å)
C 8.33250 -1.00011 -2.43035
C 7.28672 -1.13692 -3.58034
C 6.94861 0.34516 -3.86595
C 6.05535 0.50985 -5.14745
C 6.85973 0.00360 -6.36731
C 7.37990 -1.46687 -6.17146
N 7.95956 -1.68502 -4.80229
O 8.36702 -3.04244 -4.59069
C 6.20956 -2.44697 -6.44335
C 8.48057 -1.77795 -7.24084
C 6.07815 -1.93990 -3.12666
H 9.20885 -0.46508 -2.79623
H 8.77303 -1.91556 -2.03543
H 7.92970 -0.45096 -1.57930
H 6.51964 0.77052 -2.95867
H 7.86957 0.86840 -4.12316
H 5.78187 1.54711 -5.34088
H 5.12355 -0.05516 -5.12250
H 7.69056 0.70621 -6.43183
H 6.36305 0.06560 -7.33560
H 5.67418 -2.23572 -7.36901
H 6.50281 -3.49616 -6.40728
H 5.55292 -2.35628 -5.57807
H 8.54895 -2.85783 -7.37226
H 8.43680 -1.18940 -8.15724
H 9.46805 -1.56079 -6.83362
H 6.21350 -3.01370 -3.25604
H 5.21820 -1.80359 -3.78242
H 5.78248 -1.57862 -2.14170
H 9.26160 -2.89052 -4.90412
C -2.22617 -5.55067 -2.36559
C -3.74297 -6.01238 -2.24743
C -4.67258 -4.77264 -2.09393
C -4.98830 -4.05527 -3.38874
C -5.63228 -4.97435 -4.37739
C -4.75021 -6.18425 -4.68034
N -4.19246 -6.79575 -3.45868
O -3.54075 -8.06105 -3.65611
C -5.71493 -7.14459 -5.32398
C -3.58278 -5.80970 -5.71159
C -3.89992 -6.90550 -0.95240
H -2.02585 -5.00048 -3.28497
H -1.52265 -6.37453 -2.24552
H -1.88458 -4.81801 -1.63441
H -5.62265 -4.98786 -1.60490
H -4.17485 -4.07739 -1.41792
H -4.04520 -3.61991 -3.71909
H -5.68606 -3.23406 -3.22494
H -5.67706 -4.36863 -5.28248
H -6.61782 -5.24884 -4.00125
H -6.48162 -7.39821 -4.59188
H -6.21028 -6.69238 -6.18319
H -5.20190 -8.04243 -5.66864
H -3.03992 -4.88749 -5.50434
H -2.84967 -6.60278 -5.85880
H -4.01310 -5.69289 -6.70622
H -3.12804 -7.65820 -0.79194
H -4.79188 -7.51900 -1.07941
H -3.95238 -6.27403 -0.06549
H -2.69490 -7.77190 -4.00616
C -3.44135 1.27148 -0.99468
C -4.41740 0.93009 -2.12772
C -5.07613 2.25886 -2.66487
C -4.15156 3.15028 -3.55452
C -3.66459 2.26283 -4.71802
C -2.98045 0.85026 -4.31868
N -3.78104 0.14554 -3.27701
O -3.33155 -1.04761 -2.84821
C -3.04056 -0.07579 -5.53210
C -1.53585 1.16099 -3.86884
C -5.55187 0.00799 -1.63239
H -2.69734 1.97923 -1.36025
H -2.83587 0.44715 -0.61790
H -4.00197 1.74464 -0.18851
H -5.99507 1.95305 -3.16500
H -5.28375 2.89550 -1.80482
H -3.21388 3.46708 -3.09792
H -4.60436 4.03000 -4.01187
H -2.88339 2.78342 -5.27192
H -4.49464 2.11477 -5.40881
H -2.78885 -1.09045 -5.22354
H -4.04852 -0.06495 -5.94683
H -2.25198 0.19361 -6.23471
H -0.85903 0.40715 -4.27100
H -1.23310 2.17703 -4.12200
H -1.39631 0.96092 -2.80648
H -6.14822 -0.31738 -2.48480
H -6.22333 0.64281 -1.05425
H -5.22833 -0.85982 -1.05765
H -3.87374 -1.70526 -3.28994
C 5.59080 7.79438 -1.42542
C 4.87727 6.61453 -2.00214
C 5.96151 5.83313 -2.80729
C 5.56050 4.38843 -3.16373
C 5.21893 3.66064 -1.87029
C 4.08551 4.35099 -1.06801
N 4.44826 5.74586 -0.86327
O 3.77683 6.44852 0.08762
C 2.74437 4.12529 -1.79764
C 3.97849 3.54884 0.30138
C 3.80305 7.14119 -2.97855
H 4.91590 8.53420 -0.99498
H 6.34969 8.21706 -2.08384
H 6.21022 7.62585 -0.54450
H 6.09685 6.41552 -3.71866
H 6.92265 5.75398 -2.29931
H 6.33458 3.80026 -3.65664
H 4.70142 4.40398 -3.83442
H 6.04934 3.62981 -1.16490
H 4.91298 2.62694 -2.03141
H 1.97921 4.38029 -1.06444
H 2.58418 4.77410 -2.65873
H 2.48309 3.10349 -2.07287
H 3.74602 2.51887 0.03083
H 4.93453 3.53921 0.82484
H 3.32232 3.99873 1.04646
H 4.21021 7.98963 -3.52851
H 2.97956 7.66132 -2.48924
H 3.36867 6.32976 -3.56251
H 2.92811 6.67394 -0.30026
C -4.41166 3.04938 9.13045
C -3.66105 4.07025 8.13219
C -3.00186 3.25063 7.05885
C -2.41137 4.03684 5.90263
C -3.46403 4.92486 5.22448
C -4.30272 5.78248 6.22914
N -4.60446 5.00159 7.41835
O -5.52966 5.60807 8.29301
C -3.53560 7.05327 6.52277
C -5.60552 6.07757 5.47374
C -2.67529 4.94602 8.97983
H -3.76526 2.65048 9.91221
H -4.93558 2.20834 8.67629
H -5.26014 3.56799 9.57680
H -2.24879 2.61062 7.51860
H -3.65904 2.56352 6.52585
H -1.89736 3.33164 5.24949
H -1.60441 4.70925 6.19380
H -4.03762 4.30148 4.53855
H -2.83379 5.55737 4.59931
H -3.86560 7.61245 7.39828
H -2.48998 6.86584 6.76697
H -3.54933 7.66226 5.61887
H -6.27652 5.21932 5.50911
H -6.17019 6.92591 5.86049
H -5.31761 6.17543 4.42701
H -2.00181 4.38383 9.62671
H -3.29112 5.60705 9.58967
H -1.95226 5.62134 8.52239
H -5.00420 6.23732 8.79254
C 1.07497 4.85737 4.45727
C 1.11183 6.31629 4.05119
C 1.79486 7.22699 5.13698
O 1.73633 6.47556 2.86400
H 2.05666 4.45787 4.71178
H 0.64674 4.14190 3.75526
H 0.41140 4.78438 5.31892
H 0.05614 6.58363 4.00481
H 2.65281 6.79788 5.65454
H 1.09384 7.36640 5.95993
H 2.17422 8.18996 4.79512
H 2.64292 6.19424 3.00735
C -8.67541 -2.08340 2.55527
C -7.71662 -1.02521 1.88252
C -6.49203 -1.72099 1.38936
O -8.41079 -0.53867 0.82147
H -8.97277 -2.83103 1.81992
H -9.60405 -1.60459 2.86588
H -8.25490 -2.58936 3.42434
H -7.38454 -0.27703 2.60227
H -6.64475 -2.41818 0.56553
H -6.00116 -2.30492 2.16793
H -5.78851 -0.96606 1.03829
H -8.80640 -1.27297 0.34619
C -3.02262 -1.36133 2.40108
C -3.18613 0.15043 2.71071
C -3.71056 0.38170 4.10220
O -1.96965 0.87194 2.51295
H -2.01354 -1.66732 2.67718
H -3.20877 -1.59624 1.35310
H -3.73543 -1.94058 2.98800
H -3.92526 0.55427 2.01882
H -3.84100 1.43636 4.34468
H -3.05131 -0.07930 4.83771
H -4.69857 -0.05969 4.23306
H -2.24574 1.79123 2.52936
C 1.08229 -1.53000 6.13046
C 0.64452 -0.57331 4.96703
C 0.97665 0.91135 5.28876
O 1.29355 -0.93043 3.85038
H 2.16443 -1.57156 6.25438
H 0.80749 -2.55053 5.86380
H 0.54610 -1.32562 7.05720
H -0.38857 -0.75625 4.67148
H 1.58596 0.93184 6.19231
H 0.00386 1.38028 5.43675
H 1.35423 1.46440 4.42872
H 0.78606 -0.64669 3.08647
C 4.09280 -5.63197 -0.19568
C 3.14514 -4.51231 -0.61317
C 3.70994 -3.22613 -1.21489
O 2.30563 -5.02064 -1.63917
H 3.60869 -6.28100 0.53403
H 4.92535 -5.05338 0.20455
H 4.36253 -6.19141 -1.09143
H 2.56341 -4.20787 0.25689
H 2.91513 -2.60026 -1.62066
H 4.36233 -3.56944 -2.01778
H 4.32575 -2.71404 -0.47554
H 1.81247 -5.73716 -1.23298
C 5.85230 -2.12270 2.31485
C 4.35750 -2.09383 2.65915
C 3.93649 -3.41314 3.19930
O 4.00309 -1.07312 3.62222
H 6.47504 -2.26170 3.19858
H 6.06067 -1.19142 1.78815
H 6.12780 -2.82463 1.52777
H 3.85768 -1.94654 1.70177
H 4.16454 -4.22033 2.50321
H 2.86153 -3.43150 3.37880
H 4.51939 -3.71471 4.06958
H 3.04824 -1.06749 3.72136
C 6.28320 1.90781 2.75791
C 5.64347 1.76380 4.13147
C 4.16216 2.13629 4.04973
O 5.88329 0.48731 4.67980
H 6.16607 2.92954 2.39674
H 5.95081 1.23299 1.96909
H 7.34007 1.64483 2.80223
H 6.08572 2.57769 4.70601
H 3.57611 1.39657 3.50434
H 3.99761 3.14006 3.65798
H 3.83337 2.18885 5.08763
H 5.20718 -0.12413 4.37878
C 2.38594 1.50407 -4.59141
C 2.20706 1.16172 -6.08641
C 1.70954 -0.30143 -6.36790
O 1.27521 2.01298 -6.71898
H 3.00622 0.82383 -4.00779
H 1.38898 1.34741 -4.17955
H 2.65726 2.53641 -4.37061
H 3.18329 1.34332 -6.53594
H 1.45784 -0.45646 -7.41705
H 0.84427 -0.54360 -5.75085
H 2.48162 -1.03451 -6.13425
H 1.66331 2.88718 -6.63680
C -0.48132 3.50038 1.04397
C -1.70863 4.41053 1.26873
C -2.20546 4.88959 -0.08116
O -2.69199 3.60088 1.86529
H -0.49385 3.05754 2.03988
H 0.43443 4.06587 0.87157
H -0.54827 2.81896 0.19586
H -1.45290 5.27134 1.88655
H -2.61809 4.18234 -0.80063
H -1.40116 5.46127 -0.54418
H -3.04047 5.57371 0.06991
H -3.54289 4.04477 1.84232
C -5.04333 -4.54086 2.55640
C -6.30828 -5.31980 2.73705
C -6.46678 -6.36528 1.60587
O -6.15100 -5.99421 3.98349
H -4.95593 -4.03543 1.59464
H -4.09362 -5.05417 2.70691
H -4.98130 -3.79107 3.34511
H -7.12623 -4.59948 2.72331
H -7.34654 -6.98617 1.77506
H -5.59153 -7.01441 1.58003
H -6.54860 -5.83845 0.65516
H -6.95743 -6.46382 4.20874
C -0.01050 -2.92238 -4.22411
C 0.67170 -4.15121 -4.78777
C 2.14721 -3.89165 -5.16084
O 0.73730 -5.12909 -3.77075
H 0.62543 -2.44751 -3.47699
H -0.93729 -3.26685 -3.76531
H -0.32943 -2.20197 -4.97736
H 0.13904 -4.63791 -5.60477
H 2.14657 -3.53599 -6.19119
H 2.73582 -4.80871 -5.13579
H 2.81061 -3.30269 -4.52750
H 1.12888 -4.78571 -2.96430
C 1.42522 0.27091 -0.35484
C 0.18063 -0.32523 0.13625
C -0.10801 -1.81950 -0.14068
O 0.14866 -0.27066 1.57031
H 1.46949 0.43605 -1.43135
H 2.35892 -0.19655 -0.04214
H 1.47152 1.31295 -0.03844
H -0.56676 0.34747 -0.28445
H -0.38062 -2.09263 -1.16008
H -0.99481 -2.05459 0.44789
H 0.72063 -2.44808 0.18544
H -0.70728 0.04044 1.87392
C 0.14711 -4.02298 3.08725
C -0.98383 -4.93810 2.58784
C -1.10499 -5.12704 1.11328
O -0.84394 -6.24116 3.08741
H 0.12500 -3.75581 4.14376
H 0.10689 -3.07752 2.54633
H 1.07751 -4.56507 2.91815
H -1.90392 -4.51677 2.99283
H -0.15206 -5.04948 0.58984
H -1.50560 -4.21013 0.68098
H -1.63831 -6.02739 0.80827
H -1.60642 -6.79345 2.89978

For the HOMO energy, the calculation gives -8.15 eV. As for the LUMO energy: 0.166 eV. For the HOMO-LUMO gap, the calculation gives 0.306 hartree. The calculation puts the calculated total energy at -4947.577693 hartree.



Entry 3:
Density functional theory data (ωB97M-V/def2-TZVPD) for a cluster of 2 separate species, C19H36FN3O2PS2 in total at a distorted geometry.

Element x y z (Å)
C 6.37594 0.25448 0.22045
C 5.27849 0.88190 -0.82337
C 4.76146 -0.17883 -1.97891
C 3.29073 -0.87283 -1.59197
C 2.00853 0.17152 -1.34837
C 1.94470 1.53339 -2.25835
C 2.12909 2.93566 -1.42985
C 0.76893 3.38852 -0.57777
F 1.23299 3.67632 0.82153
C 1.72459 0.23767 0.26627
O 0.29372 0.13514 0.59376
C 0.06202 -0.44721 1.92446
C 0.21240 0.77874 3.04767
N 0.84992 -0.64516 -1.95658
C 1.46085 -1.23380 -3.24438
O 1.08050 -1.09777 -4.51716
C 2.74468 -2.04059 -2.62106
S 2.49205 -3.63917 -1.67561
P 3.83524 -2.60256 -4.08607
S 5.38679 -3.58328 -3.43738
H 7.29764 0.99992 0.30705
H 5.90816 0.15420 1.30740
H 6.75857 -0.81607 -0.07001
H 4.38438 1.32638 -0.19405
H 5.80314 1.78327 -1.40138
H 5.54211 -1.08153 -1.95195
H 4.67619 0.28451 -3.05014
H 3.62531 -1.53706 -0.65825
H 2.77088 1.51912 -3.10680
H 0.89060 1.54630 -2.79415
H 3.10047 2.99282 -0.76463
H 2.26213 3.79096 -2.25195
H 0.02891 2.46590 -0.57493
H 0.24402 4.34016 -1.01732
H 2.26162 -0.67723 0.80910
H 2.21742 1.20629 0.76030
H -1.06925 -0.81391 2.03101
H 0.72233 -1.37776 2.18393
H 0.21734 1.81219 2.49782
H -0.73382 0.80107 3.77427
H 1.15832 0.56664 3.70616
H 0.56398 -1.49674 -1.42577
H 1.56789 -3.32442 -0.63812
H 4.13755 -1.46229 -4.91521
H 3.04627 -3.55002 -4.87074
C -7.79382 -0.73413 4.32395
C -6.76763 -1.41630 3.43919
N -6.28853 -0.59806 2.31377
C -6.83754 0.57552 1.81475
C -6.08639 0.94200 0.73559
N -5.09717 -0.01314 0.59418
C -5.22125 -0.93113 1.56530
C -4.07667 -0.04229 -0.44476
H -8.69571 -0.47801 3.75869
H -8.09183 -1.39484 5.14357
H -7.38879 0.18628 4.75525
H -7.19138 -2.33325 3.01451
H -5.89414 -1.69390 4.03999
H -7.70304 1.01249 2.28320
H -6.13304 1.76419 0.04177
H -4.58212 -1.79405 1.71292
H -4.16568 -0.97823 -1.00307
H -3.09023 0.02171 0.02168
H -4.21083 0.80030 -1.12939

For the HOMO energy, the calculation gives -10.10 eV. As for the LUMO energy: -3.108 eV. For the HOMO-LUMO gap, the calculation gives 0.257 hartree. The calculation puts the calculated total energy at -2297.387518 hartree. The total charge is +1.